Version 1
Computed, not measured: a structure of composition C31H29BNO5, with ωB97M-V with the def2-TZVPD basis set.

Calculated values
Multiplicity: 1
HOMO energy: -0.37253 Eh
LUMO level: -3.4 eV
Total charge: +1
HOMO-LUMO gap: 6.77 eV

XYZ file:
```
67
C31H29BNO5 (ωB97M-V with the def2-TZVPD basis set)
C 3.9942 2.2115 0.0917
C 2.7635 1.8369 0.7293
C 2.4164 2.0812 2.0474
C 1.0271 1.9164 2.1143
C 0.7522 1.0549 1.0346
B -1.0050 2.3543 -0.6358
N -0.8814 3.7024 -1.1922
C -0.4081 4.9094 -0.4846
C -0.2408 3.4660 -2.5513
C -0.4704 1.9951 -2.8270
O -0.6280 1.3433 -3.8414
O -0.6468 1.3922 -1.5632
C -2.4417 3.7600 -1.3021
C -2.9197 3.0995 -0.0377
O -3.9560 3.1678 0.5463
O -1.9361 2.1539 0.3666
O 1.7195 1.2565 0.0752
H 4.4442 2.7811 0.9222
H 4.6507 1.3593 -0.1503
H 3.8391 2.8798 -0.7696
H 3.0951 2.3795 2.8337
H 0.3422 2.1948 2.9119
H -0.9013 5.7671 -0.9518
H -0.6128 4.8602 0.5867
H 0.6719 5.0200 -0.6075
H -0.7562 4.0698 -3.3109
H 0.8452 3.6955 -2.5064
H -2.7386 4.8157 -1.3938
H -2.7260 3.1615 -2.2055
C -0.8369 -3.7449 -4.2940
C -1.7292 -2.9775 -3.5329
C -1.3780 -2.5037 -2.2706
C -0.1094 -2.7890 -1.7350
C 0.3749 -2.1454 -0.5082
C -0.0918 -0.8975 -0.3122
C 0.0675 -0.1183 0.9677
C -1.1711 -0.2053 1.8776
C -1.0240 0.0133 3.2338
C -2.1371 -0.0857 4.0594
C -3.3768 -0.4182 3.5154
C -3.5037 -0.5937 2.1430
C -2.4098 -0.4127 1.3093
C 1.3061 -2.8498 0.3907
C 2.3193 -2.1715 1.0880
C 3.0930 -2.8313 2.0433
C 2.9497 -4.2066 2.2338
C 1.9983 -4.8932 1.4749
C 1.1826 -4.2343 0.5669
C 0.7569 -3.6102 -2.4611
C 0.3979 -4.0634 -3.7226
H -1.1195 -4.0723 -5.3003
H -2.7148 -2.7366 -3.9193
H -2.0978 -1.9465 -1.6646
H -0.7176 -0.4534 -1.0704
H 0.8504 -0.6501 1.4703
H -0.0374 0.2335 3.6355
H -2.0258 0.0560 5.1225
H -4.2460 -0.5753 4.1435
H -4.4430 -0.8804 1.6959
H -2.4941 -0.5138 0.2305
H 2.5396 -1.1208 0.8664
H 3.8312 -2.2617 2.6006
H 3.5758 -4.7364 2.9517
H 1.8984 -5.9647 1.5757
H 0.4282 -4.7647 -0.0122
H 1.7182 -3.8845 -2.0325
H 1.0836 -4.6753 -4.2897
```

***

Version 2
Computed, not measured: a cluster of 2 separate species, C31H29BNO5 in total, with ωB97M-V with the def2-TZVPD basis set.

Calculated values
Multiplicity: 1
HOMO energy: -0.37705 Eh
LUMO level: -3.4 eV
Total charge: +1
HOMO-LUMO gap: 6.90 eV

XYZ file:
```
67
C31H29BNO5 (ωB97M-V with the def2-TZVPD basis set)
C 3.4255 2.7823 -1.2520
C 2.4220 2.3173 -0.3144
C 2.3318 2.7564 1.0041
C 1.0408 2.4609 1.4364
C 0.6187 1.4280 0.5285
B -1.4614 1.9710 -0.7322
N -1.8012 3.1636 -1.5306
C -1.4506 4.5735 -1.2002
C -1.4421 2.7508 -2.9729
C -1.4527 1.2588 -2.9224
O -1.6876 0.4076 -3.7164
O -1.2348 0.8875 -1.5702
C -3.3232 2.9735 -1.2734
C -3.3837 2.5110 0.1505
O -4.3034 2.5568 0.9623
O -2.1815 1.8545 0.4698
O 1.4097 1.4881 -0.6264
H 3.8947 3.5733 -0.6450
H 4.1942 2.0523 -1.5237
H 3.0457 3.2587 -2.1676
H 3.1601 3.2589 1.5489
H 0.4935 2.7356 2.3496
H -2.2252 5.1884 -1.6613
H -1.4386 4.7581 -0.1150
H -0.4661 4.8507 -1.6171
H -2.2202 3.1184 -3.6415
H -0.4677 3.1699 -3.2188
H -3.8644 3.9081 -1.4808
H -3.6823 2.1661 -1.9577
C -0.9650 -4.6205 -3.2568
C -1.8360 -3.8798 -2.4549
C -1.3195 -3.1138 -1.3999
C 0.0711 -3.0817 -1.1708
C 0.6726 -2.1205 -0.2171
C 0.0298 -0.9371 -0.1308
C 0.2550 0.1186 0.9113
C -0.6906 0.0830 2.0785
C -0.3214 0.5713 3.3258
C -1.1917 0.4457 4.4277
C -2.4193 -0.1919 4.2730
C -2.7959 -0.6658 3.0164
C -1.9477 -0.4645 1.9227
C 1.8916 -2.4651 0.5659
C 2.8681 -1.4995 0.8554
C 3.9520 -1.8318 1.6660
C 4.1239 -3.1400 2.0982
C 3.1994 -4.1235 1.7427
C 2.0841 -3.7892 0.9770
C 0.9205 -3.8884 -1.9223
C 0.4088 -4.6484 -2.9837
H -1.3802 -5.2110 -4.0850
H -2.9277 -3.8789 -2.6080
H -1.9702 -2.5503 -0.7279
H -0.8448 -0.8025 -0.7647
H 1.3009 -0.1013 1.2257
H 0.6799 0.9796 3.4195
H -0.8853 0.8285 5.4118
H -3.1170 -0.3532 5.1127
H -3.7492 -1.1841 2.8790
H -2.2452 -0.8264 0.9425
H 2.8307 -0.5038 0.4024
H 4.6556 -1.0442 1.9394
H 4.9608 -3.4090 2.7431
H 3.3290 -5.1469 2.0588
H 1.3595 -4.5475 0.6860
H 1.9821 -3.9196 -1.6934
H 1.0812 -5.2668 -3.5770
```

***

version 2 is the most stable structure; the next one sits 7.4 kcal/mol above it.

***

Version 1
Computed, not measured: the molecule C4H5NOS2, with ωB97M-V with the def2-TZVPD basis set.

Calculated values
Multiplicity: 1
SMILES string: Nc1cc(S)oc1S
HOMO energy: -0.29604 Eh
LUMO level: 0.4 eV
HOMO-LUMO gap: 8.46 eV

XYZ file:
```
13
C4H5NOS2 (ωB97M-V with the def2-TZVPD basis set)
N 0.8139 0.0393 2.1148
C 0.4083 -0.1532 0.7507
C -0.5362 -1.0322 0.2799
C -0.7741 -0.7198 -1.0237
S -2.0231 -1.3798 -1.9365
O -0.0595 0.4112 -1.4063
C 0.7901 0.5881 -0.3964
S 1.8290 2.0339 -0.4927
H 0.1647 -0.0916 2.7929
H 1.2740 0.9339 2.1033
H -1.2847 -1.8001 0.6100
H -1.3856 -1.8805 -3.0969
H 0.7833 3.0509 -0.2989
```

***

Version 2
Computed, not measured: the molecule C4H5NOS2, with ωB97M-V with the def2-TZVPD basis set.

Calculated values
Multiplicity: 1
SMILES string: C#C[C@H](S)C(=O)NS
HOMO energy: -0.34492 Eh
LUMO level: 0.5 eV
HOMO-LUMO gap: 9.85 eV

XYZ file:
```
13
C4H5NOS2 (ωB97M-V with the def2-TZVPD basis set)
C -0.6964 2.0268 -1.1204
C -0.8656 0.9559 -0.5876
C -1.0197 -0.3608 -0.0671
S -1.5972 -0.3888 1.6245
C 0.0538 -1.3275 -0.3053
O -0.0997 -2.3793 -0.8824
N 1.3291 -0.9339 0.0639
S 1.8825 0.3194 1.0640
H -0.4044 2.9683 -1.5458
H -1.8053 -0.9149 -0.5547
H -0.8083 0.5353 2.3054
H 1.9739 -1.6972 -0.0711
H 2.0572 1.1969 0.0768
```

***

Version 3
Computed, not measured: the molecule C4H5NOS2, with ωB97M-V with the def2-TZVPD basis set.

Calculated values
Multiplicity: 1
SMILES string: OC(=S)[C@@H]1N[C@@H]1C=S
HOMO energy: -0.32666 Eh
LUMO level: -0.8 eV
HOMO-LUMO gap: 8.07 eV

XYZ file:
```
13
C4H5NOS2 (ωB97M-V with the def2-TZVPD basis set)
O -0.1437 -1.7709 1.3158
C -0.5850 -1.3651 0.1607
S -2.0129 -1.8136 -0.6139
C 0.4063 -0.6236 -0.6263
N 1.4257 0.2038 -0.0070
C 0.3926 0.9126 -0.6866
C -0.6554 1.5975 0.0693
S -1.0865 1.4126 1.6177
H 0.7362 -1.5544 1.5262
H 0.6388 -1.0801 -1.6344
H 1.3117 0.3395 0.9745
H 0.6951 1.4317 -1.5314
H -1.1229 2.3101 -0.5646
```

***

version 1 is the most stable structure; the next one sits 12.5 kcal/mol above it.

***

Version 1
Computed, not measured: the ion C4H8N3 with charge +1, with ωB97M-V with the def2-TZVPD basis set.

Calculated values
Multiplicity: 1
SMILES string: C=N/N=C\[NH+]=C\C
HOMO energy (spin up / spin down): -0.53956 / -0.53955 Eh
LUMO level (spin up / spin down): -5.6 / -5.6 eV
Total charge: +1
HOMO-LUMO gap (spin up / spin down): 9.06 / 9.06 eV

XYZ file:
```
15
C4H8N3 (ωB97M-V with the def2-TZVPD basis set)
C -0.7038 0.5445 1.5851
N 0.3990 1.2169 1.8611
N 0.9811 2.1269 1.2309
C 1.4513 2.0514 0.0926
N 1.2085 0.7681 -0.5191
C -0.0136 0.1924 -0.4562
C -0.3717 -1.2353 -0.5596
H -1.6371 0.9708 1.2919
H -0.6928 -0.4807 1.9897
H 2.1723 2.6925 -0.3997
H 1.9739 0.1709 -0.4951
H -0.8017 0.8367 -0.7417
H -0.2874 -1.7130 0.4289
H 0.1481 -1.9718 -1.2150
H -1.3286 -1.3095 -0.9232
```

***

Version 2
Computed, not measured: the ion C4H8N3 with charge +1, with ωB97M-V with the def2-TZVPD basis set.

Calculated values
Multiplicity: 1
HOMO energy: -0.51227 Eh
LUMO level: -5.5 eV
Total charge: +1
HOMO-LUMO gap: 8.40 eV

XYZ file:
```
15
C4H8N3 (ωB97M-V with the def2-TZVPD basis set)
C 0.5890 -0.1900 -0.0053
C -1.6163 -0.5782 -0.6403
C 2.4377 -0.2406 -0.2727
C -1.0063 0.9812 1.1764
N 1.5080 0.5664 0.5243
N -0.7997 0.0037 0.0993
N 1.2958 -0.8332 -0.9580
H -2.5921 -0.2646 -0.6417
H -1.3455 -1.4592 -1.3154
H 3.2201 0.4450 -0.8661
H 2.8897 -0.8977 0.4148
H -0.5604 0.6401 2.0701
H -0.3036 1.7061 0.8137
H -2.0313 1.3407 1.1936
H 1.1890 -1.4139 -1.7270
```

***

version 2 is the most stable structure; the next one sits 17.8 kcal/mol above it.

***

Version 1
Computed, not measured: the molecule C19H24N2O4S2, with ωB97M-V with the def2-TZVPD basis set.

Calculated values
Multiplicity: 1
SMILES string: COc1cccc(NC(=O)[C@H]2CC[C@H](CNS(=O)(=O)c3cccs3)CC2)c1
HOMO energy: -0.30407 Eh
LUMO level: 0.2 eV
HOMO-LUMO gap: 8.47 eV

XYZ file:
```
51
C19H24N2O4S2 (ωB97M-V with the def2-TZVPD basis set)
C 3.2769 2.7640 5.5329
O 2.4542 1.8976 6.2795
C 1.4876 1.1996 5.6281
C 0.7018 0.3598 6.4198
C -0.3037 -0.3862 5.8421
C -0.5436 -0.3122 4.4815
C 0.2375 0.5230 3.6890
N -0.0409 0.5686 2.3168
C 0.5805 1.2723 1.3293
O 1.5172 2.0207 1.4995
C -0.0069 0.9845 -0.0501
C 0.6450 -0.2909 -0.5995
C 0.1257 -0.5953 -2.0011
C 0.4020 0.5703 -2.9495
C -0.0881 0.2594 -4.3706
N -1.5094 -0.0127 -4.4107
S -2.0337 -1.3565 -5.2363
O -1.0771 -1.7696 -6.2198
O -3.3888 -1.1028 -5.6190
C -2.0174 -2.5683 -3.9496
C -1.1661 -3.6187 -3.8071
C -1.4198 -4.3577 -2.6311
C -2.4540 -3.8442 -1.9130
S -3.1440 -2.4556 -2.6610
C -0.2499 1.8398 -2.4004
C 0.2630 2.1512 -0.9987
C 1.2538 1.2802 4.2609
H 3.8460 2.2210 4.7723
H 2.6941 3.5549 5.0512
H 3.9643 3.2074 6.2515
H 0.9001 0.3125 7.4782
H -0.9102 -1.0343 6.4567
H -1.3335 -0.8989 4.0345
H -0.8093 -0.0252 2.0363
H -1.0881 0.8276 0.0336
H 1.7268 -0.1457 -0.6310
H 0.4396 -1.1361 0.0623
H -0.9511 -0.7679 -1.9602
H 0.5987 -1.5037 -2.3798
H 1.4842 0.7285 -3.0079
H 0.1713 1.0877 -5.0389
H 0.4021 -0.6412 -4.7473
H -2.1061 0.7804 -4.5737
H -0.4020 -3.8425 -4.5281
H -0.8597 -5.2272 -2.3392
H -2.8584 -4.2061 -0.9887
H -1.3322 1.6984 -2.3688
H -0.0369 2.6815 -3.0624
H 1.3374 2.3394 -1.0225
H -0.2201 3.0517 -0.6147
H 1.8413 1.9174 3.6246
```

***

Version 2
Computed, not measured: the molecule C19H24N2O4S2, with ωB97M-V with the def2-TZVPD basis set.

Calculated values
Multiplicity: 1
SMILES string: COc1cccc(NC(=O)[C@H]2CC[C@H](CNS(=O)(=O)c3cccs3)CC2)c1
HOMO energy: -0.29393 Eh
LUMO level: 0.5 eV
HOMO-LUMO gap: 8.50 eV

XYZ file:
```
51
C19H24N2O4S2 (ωB97M-V with the def2-TZVPD basis set)
C -1.1586 4.1382 -2.6631
O -0.0808 4.4210 -1.8023
C 0.1051 3.6235 -0.7130
C 1.1655 3.9710 0.1231
C 1.4276 3.2129 1.2462
C 0.6559 2.1061 1.5477
C -0.3935 1.7458 0.7059
N -1.1139 0.5898 1.0338
C -2.1050 -0.0135 0.3284
O -2.5821 0.4438 -0.6934
C -2.6766 -1.3257 0.8878
C -1.9602 -2.0310 2.0466
C -0.8726 -2.9927 1.5448
C -0.3438 -2.5069 0.1981
C 0.9596 -3.1917 -0.2012
N 2.0148 -2.8491 0.7348
S 2.3018 -1.3260 1.3238
O 3.5872 -1.4101 1.9454
O 1.1937 -0.9006 2.1305
C 2.4749 -0.1949 -0.0383
C 1.6788 0.1335 -1.0942
C 2.2284 1.1749 -1.8714
C 3.4175 1.6154 -1.3817
S 3.8949 0.7684 0.0334
C -1.4367 -2.6760 -0.8613
C -2.8129 -2.3137 -0.2813
C -0.6764 2.5138 -0.4194
H -1.0596 3.1497 -3.1226
H -2.1173 4.1954 -2.1392
H -1.1238 4.9023 -3.4384
H 1.7616 4.8337 -0.1265
H 2.2461 3.4847 1.8956
H 0.8767 1.5041 2.4152
H -0.6996 0.0840 1.8083
H -3.6871 -1.0509 1.2157
H -1.5265 -1.3138 2.7438
H -2.7049 -2.5983 2.6093
H -1.2754 -4.0004 1.4248
H -0.0569 -3.0354 2.2644
H -0.1108 -1.4488 0.2992
H 0.8406 -4.2799 -0.1795
H 1.2306 -2.8958 -1.2266
H 2.8986 -3.2943 0.5478
H 0.7396 -0.3340 -1.3221
H 1.7529 1.5752 -2.7476
H 4.0389 2.3957 -1.7726
H -1.4497 -3.7082 -1.2182
H -1.2180 -2.0352 -1.7177
H -3.4345 -1.8694 -1.0581
H -3.3162 -3.2094 0.0845
H -1.4979 2.2228 -1.0492
```

***

version 1 is the most stable structure; the next one sits 4.2 kcal/mol above it.